1.
{
  "formula": "C4H4ClN2O2",
  "method": "the ωB97M-V functional and the def2-TZVPD basis",
  "smiles": "Cn1c([O-])c(Cl)[nH]c1=O",
  "orbital_gap_ev": 6.0,
  "total_charge": -1,
  "relative_energy_ev": 0.000,
  "elements": ["C", "N", "C", "O", "C", "Cl", "N", "C", "O", "H", "H", "H", "H"],
  "positions_angstrom": [[-0.655731, 1.110806, 1.419164], [-0.056134, 0.367674, 0.252051], [1.219775, -0.233309, 0.211336], [2.166006, 0.068183, 0.975750], [1.210679, -0.944586, -1.044056], [2.123608, -2.345545, -1.413918], [-0.166537, -0.888090, -1.527602], [-0.904018, -0.075595, -0.711670], [-2.101703, 0.165151, -0.812263], [-0.359969, 2.138016, 1.474661], [-1.752641, 1.019310, 1.360353], [-0.289061, 0.772384, 2.371128], [-0.434274, -1.154398, -2.554933]],
  "forces_ev_per_a": [[0.31, -0.88, -0.98], [-1.33, 1.30, 2.57], [1.85, 0.00, -2.10], [-1.03, -0.55, 0.29], [-1.08, 1.41, 1.01], [0.30, -0.46, -0.06], [0.20, -1.18, -2.03], [0.10, -1.07, -1.14], [-0.74, 0.53, -0.15], [0.07, 0.86, -0.72], [0.59, 0.03, -0.10], [0.20, -0.97, 0.26], [0.57, 0.98, 3.14]],
  "nbo_charge": [-0.414, -0.457, 0.531, -0.737, -0.258, -0.070, -0.629, 0.743, -0.731, 0.187, 0.227, 0.201, 0.405]
}


2.
{
  "formula": "C26H26BrCeN3O5PSSe2Te",
  "method": "the ωB97M-V functional and the def2-TZVPD basis",
  "multiplicity": 2,
  "orbital_gap_ev": [4.5, 4.0],
  "relative_energy_ev": 3.159,
  "elements": ["Ce", "S", "C", "C", "C", "C", "C", "N", "H", "H", "H", "H", "Se", "Se", "C", "C", "C", "C", "C", "N", "C", "C", "C", "C", "C", "N", "H", "H", "H", "H", "H", "H", "H", "H", "C", "C", "O", "P", "O", "Te", "O", "C", "C", "H", "H", "H", "H", "H", "H", "H", "H", "H", "H", "Br", "C", "C", "C", "C", "C", "C", "C", "O", "O", "H", "H", "H", "H"],
  "positions_angstrom": [[0.113383, 0.717901, -0.287538], [-1.228576, 0.493973, -2.927049], [0.017788, -0.612336, -3.156865], [-0.047691, -1.646822, -4.183020], [1.076458, -2.387678, -4.486798], [2.212152, -2.313426, -3.628462], [2.181216, -1.413222, -2.604922], [1.198228, -0.526872, -2.406232], [-0.949002, -1.842792, -4.667853], [1.163905, -2.998179, -5.348888], [3.069357, -2.917075, -3.878813], [3.089977, -1.273377, -1.938992], [-2.856609, 2.242638, 1.415408], [-0.539151, 2.806434, 2.008742], [-0.408269, 1.091604, 2.769559], [-1.000489, 0.692084, 3.967423], [-0.375337, -0.329902, 4.663664], [0.602775, -1.136866, 4.024739], [0.874935, -0.826190, 2.713798], [0.299025, 0.201317, 2.088387], [-2.785347, 2.995548, -0.326152], [-4.008860, 3.388874, -0.862769], [-4.027180, 4.093743, -2.095700], [-2.773577, 4.352547, -2.744141], [-1.653537, 3.902479, -2.084698], [-1.605061, 3.218077, -0.910092], [-1.854352, 1.279686, 4.278923], [-0.704011, -0.646906, 5.631027], [1.146021, -1.893440, 4.541532], [1.637991, -1.390464, 2.165603], [-4.864618, 3.155067, -0.192694], [-4.993636, 4.297222, -2.507690], [-2.742368, 5.043356, -3.579871], [-0.629150, 4.058606, -2.442172], [-0.534777, -3.813269, 2.823160], [-0.205755, -3.861689, 1.314571], [-0.538055, -2.554142, 0.749255], [-1.946714, -2.089915, 0.179559], [-1.598672, -0.625680, 0.022483], [-2.750717, -3.288187, -1.671178], [-3.057247, -2.257288, 1.277613], [-4.499853, -1.898937, 1.086095], [-5.282795, -3.128927, 0.799641], [-1.013761, -4.739378, 3.169234], [-1.235178, -2.977879, 3.028287], [0.338180, -3.622194, 3.431439], [-0.856325, -4.580250, 0.825136], [0.855492, -4.060420, 1.183669], [-4.547423, -1.056117, 0.407921], [-4.629632, -1.517518, 2.078747], [-5.451865, -3.198239, -0.269075], [-6.307034, -3.045910, 1.241113], [-4.719442, -4.027431, 1.047503], [3.250797, 4.866826, -0.660109], [4.420723, 3.419530, -0.625961], [5.811094, 3.718776, -0.895558], [6.817176, 2.833843, -0.445458], [6.494988, 1.555960, -0.159121], [5.188031, 1.131715, -0.214168], [4.169590, 2.025918, -0.397274], [2.763253, 1.526084, -0.299100], [2.545908, 0.359959, 0.204148], [1.848128, 2.228165, -0.794474], [6.140219, 4.579885, -1.413464], [7.761438, 3.296643, -0.205943], [7.237046, 0.884327, 0.277452], [4.896794, 0.040129, -0.103536]],
  "forces_ev_per_a": [[-0.47, 0.55, -0.80], [-0.06, 0.82, 0.83], [2.59, -2.38, -0.83], [1.52, 0.89, 1.53], [0.67, 0.97, 1.75], [-1.07, -0.02, -1.36], [1.68, 0.68, 1.07], [-2.53, 0.28, -0.05], [-1.36, 0.10, -0.84], [-0.41, -0.68, -0.57], [0.20, 0.03, 0.32], [-1.31, -0.27, -0.71], [-2.43, -0.76, -0.66], [2.20, 0.10, 0.22], [-0.57, -0.31, -0.06], [0.55, 0.38, 0.49], [-0.32, -1.06, -0.97], [-0.50, 1.98, 0.08], [0.53, -0.76, 0.03], [1.57, 0.24, -0.18], [0.37, 0.28, 0.39], [-0.31, 0.74, -0.82], [1.24, -1.58, 1.33], [-1.68, 0.23, 1.44], [1.65, -0.34, 0.32], [-0.93, -0.26, -0.77], [0.21, -0.04, 0.66], [-0.26, 0.15, 0.52], [0.16, -0.37, 0.27], [-0.55, 0.14, -0.10], [0.29, 0.41, -1.14], [-0.19, 0.56, -0.38], [0.23, -0.47, -0.13], [-0.55, 0.19, -0.39], [-0.67, 0.09, -0.06], [-1.32, 0.75, 0.97], [0.94, -0.87, 0.70], [-0.92, -1.40, -1.43], [0.27, 1.53, -0.43], [0.58, 0.08, -0.24], [0.26, 0.15, 0.64], [2.08, 0.09, 1.11], [-1.45, 0.09, -0.83], [0.20, 0.17, -0.15], [0.28, -0.61, -0.22], [0.22, -0.17, 0.03], [0.31, -0.30, -0.26], [-0.14, 0.13, -0.53], [-0.19, -0.12, -0.46], [-0.84, 0.30, 0.48], [0.00, -0.11, -0.19], [0.92, -0.36, 0.08], [-0.31, 0.09, 0.48], [-0.35, 0.00, -0.13], [3.42, -1.28, -1.20], [-1.58, -1.37, 1.29], [-0.98, 1.94, -0.55], [0.76, -1.61, 1.36], [-0.47, -1.96, -0.12], [-1.54, 1.83, 0.30], [1.01, -1.31, 0.12], [-0.68, 1.24, -0.59], [-0.82, 0.02, 0.03], [-0.14, 1.30, 0.18], [0.50, -0.38, -0.57], [-0.07, 0.08, -0.44], [0.50, 1.59, 0.11]],
  "mulliken_charge": [0.481, -0.345, 0.611, -0.883, -0.343, -0.749, 0.024, -0.058, 0.570, 0.432, 0.444, 0.222, -0.186, -0.238, 0.315, -0.682, -0.574, -1.352, 0.110, 0.425, 0.684, -0.737, -0.361, -0.800, -0.291, -0.028, 0.397, 0.438, 0.687, 0.516, 0.308, 0.416, 0.435, 0.387, -0.778, -0.568, 0.152, -0.677, 0.551, -0.326, -0.239, -0.264, -1.124, 0.372, 0.125, 0.227, 0.396, 0.351, 0.332, 0.271, 0.323, 0.347, 0.293, -0.115, -0.061, -0.634, -0.459, -0.613, -0.305, 0.365, 1.405, -0.525, -0.538, 0.454, 0.381, 0.346, 0.258]
}


3.
{
  "formula": "C28H31Cl3MgO8S2Sb2",
  "method": "the ωB97M-V functional and the def2-TZVPD basis",
  "orbital_gap_ev": 6.2,
  "total_charge": -2,
  "relative_energy_ev": 0.000,
  "elements": ["Mg", "Cl", "C", "C", "C", "Cl", "C", "O", "C", "C", "O", "C", "H", "H", "H", "C", "Sb", "C", "C", "C", "C", "C", "C", "C", "C", "C", "Sb", "C", "C", "H", "H", "H", "H", "H", "H", "H", "H", "H", "H", "H", "H", "H", "H", "H", "H", "H", "H", "H", "H", "O", "S", "O", "O", "S", "C", "C", "C", "C", "Cl", "C", "C", "C", "O", "C", "C", "O", "O", "H", "H", "H", "H", "H", "H", "H", "H"],
  "positions_angstrom": [[-0.645999, 1.158847, -0.049704], [2.519534, 2.783325, 6.409814], [2.063390, 2.296296, 4.790132], [2.897845, 1.410653, 4.085794], [2.565517, 1.012017, 2.825389], [3.587650, -0.099540, 1.977094], [1.363025, 1.450813, 2.153059], [1.093505, 1.056345, 0.991363], [0.557991, 2.362614, 2.916325], [-0.635052, 2.945296, 2.360643], [-1.119445, 2.731992, 1.256930], [0.920927, 2.765192, 4.214691], [3.803482, 1.038073, 4.545249], [-1.143280, 3.676149, 3.016099], [0.279956, 3.456987, 4.749384], [4.840155, -0.028254, -2.330232], [2.842253, -0.639216, -1.709938], [3.594736, -2.629793, -1.252070], [2.211442, -1.044691, -3.777136], [2.154726, -2.474835, -4.181639], [3.306171, -3.091062, -4.678388], [3.332067, -4.426912, -5.048142], [2.174145, -5.183009, -4.936630], [1.016043, -4.582967, -4.465171], [0.972625, -3.240500, -4.080081], [-0.309828, -2.662462, -3.582223], [-0.551263, -2.738715, -1.412979], [-1.054039, -4.858669, -1.466150], [-2.595939, -2.120214, -1.516081], [4.778611, 0.905982, -2.889984], [5.305420, -0.796698, -2.952209], [5.455217, 0.135028, -1.442632], [3.880240, -3.180524, -2.150287], [2.846819, -3.197957, -0.701439], [4.475760, -2.499591, -0.617345], [2.945535, -0.504948, -4.376711], [1.258887, -0.529961, -3.877803], [4.207841, -2.492902, -4.765753], [4.247772, -4.870707, -5.422058], [2.167302, -6.228709, -5.222455], [0.103807, -5.166091, -4.391001], [-1.159758, -3.221451, -3.979418], [-0.436686, -1.612122, -3.842933], [-1.846706, -5.044216, -2.194982], [-1.397460, -5.174634, -0.479350], [-0.173891, -5.445467, -1.735663], [-3.110238, -2.705391, -2.281240], [-2.624785, -1.061751, -1.770146], [-3.059960, -2.271595, -0.542149], [-1.557907, 2.121579, -1.634310], [-0.656001, 1.425377, -2.626572], [-0.256956, 0.185946, -1.848581], [-1.314950, 1.099971, -3.872663], [0.989172, 2.522068, -2.859935], [-6.305725, -0.312960, 2.648727], [-5.826973, 0.150703, 1.299797], [-6.592733, -0.107804, 0.166011], [-6.177824, 0.334853, -1.075526], [-7.168845, -0.022091, -2.475677], [-5.009715, 1.059345, -1.229473], [-4.248429, 1.329795, -0.105235], [-4.635367, 0.862163, 1.143160], [-3.841026, 1.170361, 2.223666], [-3.158571, 0.060826, 2.810920], [-2.273910, -0.769412, 1.862876], [-2.161618, -1.960150, 2.148877], [-1.745030, -0.154575, 0.890009], [-7.395180, -0.370784, 2.663732], [-5.981502, 0.373706, 3.430809], [-5.915355, -1.303101, 2.894146], [-7.522307, -0.656473, 0.257059], [-4.675687, 1.390795, -2.203067], [-3.334277, 1.896118, -0.205078], [-3.853188, -0.623309, 3.298027], [-2.510563, 0.491896, 3.577258]],
  "forces_ev_per_a": [[0.07, -0.33, 0.19], [0.00, 0.00, 0.00], [0.00, -0.01, -0.02], [0.00, 0.00, 0.04], [-0.06, -0.06, -0.01], [0.03, 0.03, 0.05], [0.04, 0.05, -0.03], [-0.23, 0.04, -0.01], [0.00, -0.01, -0.02], [0.03, 0.00, -0.03], [-0.02, 0.00, -0.03], [0.01, 0.00, 0.00], [0.00, 0.01, 0.00], [-0.01, 0.00, 0.02], [0.00, 0.00, 0.00], [0.00, -0.01, -0.03], [0.00, -0.04, 0.00], [0.06, 0.02, -0.02], [-0.03, 0.01, -0.01], [-0.05, 0.01, -0.03], [0.00, -0.01, 0.01], [0.00, 0.01, 0.00], [-0.01, 0.00, 0.00], [0.01, 0.00, 0.04], [0.01, 0.04, -0.03], [-0.01, -0.01, -0.02], [0.10, 0.06, 0.03], [-0.02, 0.00, 0.00], [-0.01, 0.00, 0.00], [-0.01, 0.00, 0.00], [-0.01, 0.01, 0.00], [0.00, 0.00, -0.02], [0.00, 0.03, 0.04], [-0.04, -0.02, 0.00], [-0.02, -0.01, 0.01], [0.01, 0.00, -0.01], [0.02, -0.01, 0.01], [0.00, 0.00, 0.00], [0.00, 0.00, 0.00], [0.00, 0.00, 0.00], [0.00, 0.00, 0.00], [0.01, -0.01, -0.02], [0.00, 0.00, 0.01], [0.01, 0.00, 0.00], [0.01, 0.01, -0.01], [0.00, 0.00, 0.01], [-0.02, 0.01, 0.02], [0.01, -0.03, 0.01], [-0.01, 0.00, 0.00], [0.08, 0.05, -0.01], [0.22, 0.08, -0.04], [-0.02, 0.07, 0.05], [-0.11, -0.05, 0.04], [-0.03, -0.01, -0.10], [-0.01, 0.00, 0.00], [0.01, -0.01, 0.00], [0.00, 0.00, 0.00], [0.00, 0.00, -0.01], [0.00, 0.00, 0.01], [0.00, 0.01, 0.01], [-0.02, 0.02, 0.00], [-0.03, -0.01, -0.03], [0.01, -0.01, 0.04], [0.02, 0.05, 0.01], [-0.10, -0.08, -0.08], [0.06, 0.01, -0.02], [0.10, 0.09, 0.01], [0.00, 0.00, 0.00], [0.00, 0.00, 0.00], [0.00, 0.00, -0.01], [0.00, 0.00, 0.00], [0.01, 0.01, -0.01], [-0.02, -0.02, 0.00], [-0.01, 0.00, 0.00], [-0.01, 0.02, 0.00]],
  "mulliken_charge": [1.952, -0.287, 0.315, -0.668, 0.319, -0.215, -0.013, 0.008, 1.135, -0.453, -0.589, -1.022, 0.427, 0.169, 0.355, -1.433, 0.579, -1.347, -1.407, 0.864, -0.498, -0.493, -0.692, -0.593, 0.762, -1.602, 0.575, -1.458, -1.153, 0.378, 0.380, 0.331, 0.396, 0.290, 0.431, 0.633, 0.083, 0.239, 0.368, 0.365, 0.343, 0.711, 0.634, 0.428, 0.351, 0.314, 0.693, 0.031, 0.318, -0.863, 1.247, -1.001, -0.746, -0.526, -1.782, 1.260, -0.756, 0.401, -0.286, -0.844, -0.041, -0.204, -0.627, -0.823, 0.467, -0.744, -0.562, 0.477, 0.376, 0.286, 0.397, 0.489, 0.552, 0.178, 0.419]
}


| no. | strongest force on any atom (eV Å⁻¹) |
| --- | --- |
| 1 | 3.3 |
| 2 | 3.8 |
| 3 | 0.4 |